[1]
C22H23N5O5S | ωB97M-V/def2-TZVPD

The geometry in XYZ format:
```
56
Properties=species:S:1:pos:R:3:forces:R:3
C -2.8974 0.9894 -3.1141 0.01 -0.39 0.14
C -3.4803 -0.3443 -2.6564 -0.23 0.33 -0.23
H -4.3513 -0.1889 -2.0075 0.06 -0.08 -0.05
H -3.7980 -0.9214 -3.5291 -0.04 0.08 0.15
O -2.5391 -1.1865 -2.0116 0.23 -0.15 0.10
C -2.1936 -0.9546 -0.7200 0.13 -0.13 0.23
C -2.6319 0.1088 0.0624 -0.18 0.02 -0.28
C -2.1466 0.2679 1.3483 0.11 -0.16 0.12
C -1.2260 -0.6160 1.8893 -0.37 -0.13 0.09
C -0.8476 -1.7184 1.1302 -0.29 0.05 0.08
C -1.3238 -1.8892 -0.1513 -0.18 0.08 -0.18
H -1.0319 -2.7400 -0.7473 0.05 -0.12 -0.09
H -0.1679 -2.4423 1.5544 0.11 -0.10 0.03
C -0.5690 -0.3368 3.2148 -0.21 -0.44 -0.22
N 0.5078 0.6225 3.0379 1.06 -0.35 -0.19
S 1.9356 0.0454 2.4419 -0.08 0.23 -0.06
O 2.9352 1.0541 2.6378 -0.14 0.21 -0.11
O 2.1785 -1.2687 2.9696 -0.25 -0.08 -0.16
C 1.6428 -0.1496 0.6796 0.17 0.01 0.41
C 2.0713 -1.3261 0.1007 0.17 -0.23 -0.17
C 1.7996 -1.5943 -1.2366 -0.06 0.50 0.11
C 1.0733 -0.6344 -1.9661 0.28 0.14 0.81
C 0.7019 0.5686 -1.3760 0.12 -0.15 0.07
C 0.9888 0.8220 -0.0479 0.09 0.02 -0.02
H 0.6914 1.7435 0.4216 -0.13 0.11 -0.01
H 0.1753 1.2880 -1.9826 -0.07 0.05 0.02
N 0.6928 -0.8537 -3.2928 -0.10 -1.02 -1.21
C 0.6388 -1.9781 -4.0541 -0.04 0.38 0.22
N 0.1655 -1.6595 -5.2278 0.13 -1.04 -0.13
N -0.0700 -0.3536 -5.1926 -0.34 0.57 -0.63
N 0.2277 0.1395 -4.0688 0.26 0.91 0.80
H 0.9290 -2.9529 -3.7358 0.08 -0.17 0.13
O 2.1788 -2.7274 -1.8742 -0.23 0.18 -0.20
C 2.9525 -3.6748 -1.1662 0.14 -0.20 0.10
H 3.8890 -3.2379 -0.8112 -0.04 0.01 -0.01
H 3.1687 -4.4647 -1.8838 0.01 0.04 0.10
H 2.3974 -4.0904 -0.3213 0.01 0.03 -0.02
H 2.5877 -2.0297 0.7313 0.04 -0.21 -0.03
C 0.4368 1.9375 3.6319 0.23 0.48 -0.21
C -0.6085 2.7968 3.0013 -0.54 -0.04 0.87
C -1.8038 3.2560 3.4743 0.64 -0.23 -0.08
C -2.3893 4.0050 2.4229 0.23 0.04 -0.49
C -1.5098 3.9403 1.3891 -0.80 0.33 0.15
O -0.4298 3.2167 1.7300 0.47 -0.20 -0.08
H -1.5311 4.3538 0.4005 0.10 0.02 -0.16
H -3.3307 4.5142 2.4412 -0.18 0.14 -0.08
H -2.2145 3.0895 4.4492 -0.01 -0.09 0.24
H 1.4284 2.3726 3.4836 -0.17 0.15 0.23
H 0.2340 1.8660 4.7078 0.02 0.05 -0.15
H -1.2833 0.0768 3.9297 0.11 0.02 -0.01
H -0.1344 -1.2542 3.6231 -0.24 0.06 0.09
H -2.4939 1.1039 1.9366 -0.01 0.16 0.05
H -3.3460 0.8236 -0.3133 -0.06 0.07 -0.09
H -2.0612 0.8255 -3.7882 -0.02 0.03 -0.03
H -2.5487 1.5793 -2.2702 0.02 0.11 0.06
H -3.6639 1.5499 -3.6421 -0.10 0.10 -0.05
```
Positions in Å, forces in eV/Å.

Values from the calculation:
- Energy relative to the best compared isomer or geometry (same formula, charge and spin): 218.30 kJ/mol
- SMILES string: CCOc1ccc(CN(Cc2ccco2)S(=O)(=O)c2ccc(-n3cnnn3)c(OC)c2)cc1
- LUMO: 0.005 Ha
- Charge: 0
- Energy: -51707.681 eV
- Frontier orbital gap: 0.315 hartree

Taken from the Mulliken analysis, the atomic charges in e are: -0.693 -0.605 0.375 0.377 -0.482 0.644 -0.564 -0.697 0.135 -0.305 -0.353 0.472 0.376 -1.770 0.190 1.670 -0.824 -0.726 -0.605 -0.422 0.625 0.333 -0.310 -0.742 0.559 0.535 0.564 -0.014 -0.409 -0.599 -0.486 0.549 -0.434 -0.993 0.367 0.249 0.378 0.633 -0.925 0.611 -0.620 -0.541 -0.443 -0.256 0.517 0.437 0.500 0.384 0.306 0.572 0.539 0.654 0.533 0.147 0.165 0.423

[2]
C22H23N5PtS | ωB97M-V/def2-TZVPD

The geometry in XYZ format:
```
52
Properties=species:S:1:pos:R:3:forces:R:3
Pt 1.1414 0.1513 -0.3893 0.09 -0.51 0.27
N 0.6994 -4.2953 -1.3004 0.09 -0.12 0.01
C 0.5252 -2.9367 -1.1885 -0.14 0.28 -0.14
S 1.7568 -1.9256 -1.9170 -0.01 0.51 0.16
N -0.5093 -2.4906 -0.5677 -0.25 -0.78 0.02
N -0.5407 -1.1385 -0.4819 0.60 0.86 -0.06
C -1.6745 -0.4565 -0.6217 0.02 0.20 -0.17
C -3.0043 -1.1008 -0.6422 -0.12 -0.08 -0.02
C -3.3567 -2.0574 0.3097 -0.02 0.09 0.05
C -4.6102 -2.6473 0.2861 0.03 -0.04 0.05
C -5.5283 -2.3052 -0.6956 -0.02 0.04 -0.04
C -5.1783 -1.3770 -1.6659 -0.08 -0.05 0.01
C -3.9266 -0.7847 -1.6441 0.11 -0.03 0.09
C -1.5047 0.9270 -0.8975 -0.14 -0.28 0.01
C -2.5349 1.8961 -0.8155 -0.01 0.10 -0.13
C -2.3302 3.1557 -1.2969 0.03 -0.16 0.06
C -1.0788 3.4745 -1.8794 -0.07 0.07 -0.03
C -0.0718 2.5561 -1.8129 0.05 0.09 -0.14
N -0.2300 1.3256 -1.2914 -0.23 -0.25 0.14
H 1.3198 -4.5878 -2.0365 0.00 -0.03 0.00
H -0.1398 -4.8464 -1.2017 -0.03 0.06 0.00
H -2.6413 -2.3322 1.0724 0.01 0.00 0.00
H -4.8721 -3.3810 1.0384 0.01 0.01 0.00
H -6.5105 -2.7604 -0.7075 0.02 -0.02 -0.01
H -5.8809 -1.1201 -2.4487 0.01 0.00 0.00
H -3.6535 -0.0852 -2.4224 0.04 0.06 0.02
H -3.4745 1.6084 -0.3663 -0.04 0.00 -0.03
H -3.1080 3.9051 -1.2354 -0.02 -0.03 0.00
H -0.9149 4.4380 -2.3393 0.10 -0.03 -0.01
H 0.9100 2.7803 -2.2023 -0.06 -0.05 0.02
C 3.8323 -0.9065 0.6569 0.20 -0.05 -0.09
N 2.4153 -0.8847 1.0653 -0.20 0.34 -0.18
C 2.0381 -2.2439 1.4775 -0.20 -0.18 0.03
C 2.2371 0.0282 2.2198 0.07 0.19 0.20
C 2.4305 1.4498 1.7711 0.08 -0.01 -0.05
C 2.8780 2.4216 2.6530 0.04 -0.03 -0.01
C 3.0901 3.7162 2.2030 -0.01 -0.01 0.03
C 2.8991 4.0055 0.8606 0.00 0.03 -0.01
C 2.4458 3.0267 -0.0147 0.06 -0.02 -0.13
C 2.1586 1.7344 0.4210 0.08 -0.25 0.08
H 4.4414 -1.3434 1.4559 -0.05 0.01 0.03
H 4.1815 0.1000 0.4478 -0.05 0.02 0.02
H 3.9333 -1.5110 -0.2419 -0.06 0.00 0.03
H 2.5875 -2.5190 2.3844 0.05 0.05 -0.03
H 2.2822 -2.9498 0.6892 0.01 0.01 -0.03
H 0.9699 -2.2993 1.6790 0.00 0.08 -0.03
H 2.9468 -0.2358 3.0143 -0.02 -0.04 -0.01
H 1.2266 -0.1179 2.6090 0.00 -0.09 -0.04
H 3.0689 2.1605 3.6885 0.00 0.04 0.00
H 3.4172 4.4855 2.8905 0.03 0.00 -0.02
H 3.0977 5.0038 0.4904 0.02 -0.01 -0.01
H 2.3446 3.2898 -1.0591 -0.02 0.03 0.09
```
Positions in Å, forces in eV/Å.

Values from the calculation:
- Energy relative to the best compared isomer or geometry (same formula, charge and spin): 39.05 kJ/mol
- LUMO (alpha / beta): 0.023 / -0.054 Ha
- Charge: 0
- Multiplicity: 3
- Energy: -44718.227 eV
- Frontier orbital gap (alpha / beta): 0.225 / 0.224 hartree

Taken from the Mulliken analysis, the atomic charges in e are: 0.807 -0.455 0.330 -0.338 -0.988 0.294 0.349 0.198 -0.240 -0.634 -0.414 -0.710 -0.206 -0.127 -0.890 -0.405 -0.942 -0.263 -0.323 0.228 0.263 0.389 0.381 0.386 0.384 0.523 0.553 0.444 0.401 0.935 -1.049 0.148 -1.255 -1.025 1.363 -0.752 -0.622 -0.743 -0.037 -0.405 0.403 0.380 0.314 0.436 0.385 0.318 0.453 0.355 0.410 0.386 0.390 0.218

[3]
C22H23N6O3PtS4Se | ωB97M-V/def2-TZVPD

The geometry in XYZ format:
```
60
Properties=species:S:1:pos:R:3:forces:R:3
Pt 1.0024 0.9386 -0.4878 -1.34 0.74 -0.30
S 3.5648 -1.0280 -1.6342 -0.10 -0.08 0.25
C 2.2640 -0.5162 -2.6561 -0.24 0.36 -0.27
N 1.5128 0.5357 -2.4179 0.14 -0.54 -0.11
C 0.6656 0.8048 -3.4806 0.06 -0.07 -0.03
C -0.2507 1.8567 -3.5488 -0.03 0.01 -0.01
C -1.0188 1.9568 -4.6826 -0.01 0.01 -0.04
C -0.8862 1.0437 -5.7441 0.01 0.01 0.02
C 0.0331 0.0212 -5.6999 -0.02 0.03 0.02
C 0.8074 -0.0918 -4.5453 -0.04 0.02 -0.03
S 1.9884 -1.2904 -4.1607 0.07 0.04 0.05
H -0.3263 2.5717 -2.7401 0.00 -0.04 0.05
H -1.7384 2.7601 -4.7649 0.00 -0.01 -0.01
H -1.5169 1.1500 -6.6162 0.01 0.01 0.00
H 0.1416 -0.6741 -6.5206 -0.01 0.00 0.01
N -6.0396 2.5623 1.0550 0.02 0.02 0.00
C -4.6841 2.6844 1.0475 -0.02 0.00 0.02
C -3.9572 2.4874 -0.1364 0.00 0.01 -0.02
C -2.5864 2.5986 -0.1394 0.01 -0.12 0.03
C -1.9116 2.9122 1.0387 -0.08 0.01 -0.04
C -2.6195 3.1306 2.2198 0.03 0.12 -0.03
C -3.9908 3.0196 2.2220 -0.01 -0.01 0.00
S -0.1812 2.9931 1.0493 0.12 0.01 -0.15
O 0.2762 3.0938 -0.3607 0.36 0.21 0.01
O 0.2763 3.9907 1.9533 0.00 -0.18 0.17
N 0.4149 1.4832 1.3214 0.04 0.12 0.40
C 0.3863 0.8409 2.5360 -0.16 0.01 -0.43
N -0.2251 1.4571 3.5486 0.05 -0.07 0.11
C -0.1846 0.8439 4.7225 -0.05 0.06 -0.05
C 0.4329 -0.3839 4.9048 0.01 -0.04 0.04
C 0.9862 -0.9499 3.7750 -0.01 0.03 -0.09
N 0.9746 -0.3625 2.5796 0.08 -0.03 0.18
H -6.5399 2.3203 0.2213 0.00 -0.01 -0.01
H -6.5637 2.6759 1.9014 0.00 0.01 0.00
H -4.4787 2.2457 -1.0540 0.00 -0.03 0.01
H -2.0375 2.4390 -1.0575 0.01 -0.02 0.01
H -2.0873 3.4032 3.1195 0.02 -0.03 0.01
H -4.5446 3.2026 3.1347 0.00 -0.01 -0.01
H -0.6747 1.3516 5.5463 0.01 0.01 -0.01
H 0.4681 -0.8706 5.8674 -0.01 -0.01 -0.01
H 1.4637 -1.9258 3.8271 0.02 0.01 0.01
C 4.5244 -4.1599 1.5939 -0.04 -0.01 0.05
C 4.2144 -3.1571 0.4883 -0.07 -0.03 -0.09
S 2.8930 -2.0766 1.0466 -0.14 0.03 -0.14
O 2.7152 -0.9764 -0.1361 0.83 -0.26 0.15
C 1.4127 -3.0625 0.8598 -0.13 -0.08 0.00
C 1.2465 -3.8022 -0.4548 0.10 -0.03 0.00
H 5.3449 -4.7960 1.2673 0.01 0.01 0.00
H 3.6715 -4.8051 1.8063 0.01 0.00 -0.02
H 4.8263 -3.6626 2.5152 0.00 0.00 -0.01
H 3.9199 -3.6357 -0.4445 0.01 0.02 0.01
H 5.0572 -2.4893 0.2988 0.04 -0.05 0.05
H 0.6318 -2.3144 1.0165 0.05 0.02 -0.02
H 1.4252 -3.7223 1.7329 -0.01 -0.01 -0.01
H 1.4956 -3.1709 -1.3079 -0.06 0.03 0.02
H 0.1979 -4.0771 -0.5579 -0.01 0.00 0.00
H 1.8401 -4.7152 -0.4973 0.02 0.01 0.00
Se -2.6603 -1.0743 -2.2857 0.13 0.01 0.04
C -1.1839 -0.8437 -1.3566 -0.08 -0.10 0.02
N -0.1883 -0.7411 -0.7284 0.38 -0.14 0.21
```
Positions in Å, forces in eV/Å.

Values from the calculation:
- Energy relative to the best compared isomer or geometry (same formula, charge and spin): 218.07 kJ/mol
- LUMO: -0.164 Ha
- Charge: +1
- Energy: -150195.893 eV
- Frontier orbital gap: 0.205 hartree

Taken from the Mulliken analysis, the atomic charges in e are: 0.717 0.003 0.473 -0.294 -0.272 -0.293 -0.789 -0.527 -0.666 1.205 -0.141 0.551 0.432 0.406 0.411 -0.472 1.233 -1.023 -0.024 -0.261 -0.444 -0.834 1.379 -0.797 -0.669 -0.604 0.523 -0.360 -0.168 -0.969 0.091 0.014 0.187 0.186 0.311 0.505 0.514 0.307 0.424 0.401 0.298 -1.310 -0.691 0.553 -0.351 -0.214 -1.358 0.391 0.352 0.364 0.483 0.553 0.317 0.674 0.195 0.396 0.390 -0.155 -0.035 -0.514

[4]
C22H24AuN7PS2 | ωB97M-V/def2-TZVPD

The geometry in XYZ format:
```
57
Properties=species:S:1:pos:R:3:forces:R:3
Au 0.8566 0.0614 0.0778 -0.26 0.06 -1.16
N 3.1137 0.9194 -0.7283 -1.18 -1.05 0.25
C 3.3698 2.1886 -0.1721 -0.03 1.60 1.01
C 4.6713 2.6257 0.0680 -0.28 -0.40 -0.49
C 4.9008 3.9070 0.5342 -0.16 0.43 0.15
C 3.8371 4.7483 0.8425 0.42 -0.11 -0.24
C 2.5363 4.3089 0.6652 -0.24 -0.12 0.02
C 2.2961 3.0294 0.1738 0.61 -1.14 0.18
P 0.6100 2.3728 0.0205 -0.47 2.09 -0.37
C -0.0031 3.1128 -1.5214 -0.08 -0.71 0.09
C -0.2298 4.4947 -1.5687 -0.06 -0.16 0.20
C -0.7191 5.0678 -2.7275 0.22 0.00 -0.02
C -0.9388 4.2840 -3.8524 0.01 -0.19 0.01
C -0.7149 2.9120 -3.8051 0.10 0.12 -0.15
C -0.2283 2.3245 -2.6484 -0.14 0.06 0.13
C -0.3281 3.1567 1.3376 0.27 -0.95 -0.24
C 0.2582 3.3213 2.5992 0.04 0.04 0.27
C -0.3854 4.0891 3.5521 0.22 -0.20 0.01
C -1.6291 4.6459 3.2765 0.07 -0.02 -0.20
C -2.2406 4.4216 2.0470 -0.05 -0.06 -0.19
C -1.6111 3.6513 1.0853 -0.33 0.09 -0.02
H 3.9089 0.2922 -0.6188 -0.19 -0.15 -0.02
H 2.8540 0.9682 -1.7096 0.13 -0.05 -0.11
H 5.5037 1.9799 -0.1679 0.15 -0.07 -0.04
H 5.9155 4.2611 0.6503 0.03 -0.07 0.11
H 4.0282 5.7349 1.2382 -0.03 0.05 0.02
H 1.7154 4.9450 0.9594 -0.04 0.05 0.00
H -0.0337 5.1128 -0.7034 -0.06 0.05 0.01
H -0.9139 6.1295 -2.7590 0.05 0.07 -0.01
H -1.2668 4.7474 -4.7727 -0.13 -0.03 0.02
H -0.9173 2.3110 -4.6791 0.08 -0.05 -0.07
H -0.0510 1.2563 -2.6020 -0.06 -0.04 -0.09
H 1.2151 2.8634 2.8137 0.08 0.14 0.07
H 0.0814 4.2629 4.5085 0.04 -0.04 0.11
H -2.1226 5.2537 4.0186 -0.05 0.06 0.08
H -3.2005 4.8679 1.8350 -0.10 -0.06 0.00
H -2.0903 3.4566 0.1351 -0.03 0.12 0.00
S -1.8482 -0.3212 -0.5363 1.12 1.59 0.92
C -2.2500 -1.7312 -1.3887 0.40 -1.57 -0.73
N -2.8433 -1.7116 -2.5634 0.13 0.61 0.67
C -3.2511 -2.9660 -3.1587 -0.49 -0.53 -0.42
C -2.7081 -4.0999 -2.2836 0.29 -0.40 0.07
S -1.9861 -3.3353 -0.7900 -0.22 0.60 -0.09
H -3.1306 -0.8434 -2.9996 0.15 0.11 0.08
H -2.8597 -3.0203 -4.1787 -0.03 0.02 0.14
H -4.3437 -3.0024 -3.2210 0.15 0.04 0.04
H -1.9150 -4.6760 -2.7636 -0.15 0.12 -0.04
H -3.4919 -4.7903 -1.9722 0.07 0.09 0.02
N 1.3715 -5.0739 -1.1368 -0.29 -1.12 -0.87
N 1.3467 -4.0098 -0.3400 0.13 1.77 0.78
N 1.1885 -4.1030 0.9544 0.00 -0.67 0.52
C 1.1005 -2.8479 1.3390 -0.12 0.07 -0.12
N 1.2013 -2.0284 0.2871 0.05 -0.26 0.17
N 1.3578 -2.7893 -0.7820 0.09 -0.20 -1.07
H 1.5224 -5.9451 -0.6381 0.10 0.24 0.09
H 1.8967 -4.9552 -1.9941 0.10 0.15 0.18
H 0.9531 -2.5320 2.3487 -0.02 0.02 0.35
```
Positions in Å, forces in eV/Å.

Values from the calculation:
- LUMO (alpha / beta): -0.461 / -0.462 Ha
- Charge: +3
- Energy: -68257.432 eV
- Frontier orbital gap (alpha / beta): 0.168 / 0.168 hartree

Taken from the Mulliken analysis, the atomic charges in e are: 0.753 -0.415 0.656 -0.624 -0.702 -0.877 -0.271 0.333 0.851 0.732 -0.056 -0.854 -0.614 -0.717 -0.384 0.619 -0.486 -0.743 -0.518 -0.737 -0.502 0.311 0.312 0.400 0.449 0.467 0.364 0.349 0.478 0.440 0.467 0.229 0.488 0.470 0.458 0.464 0.533 -0.168 0.397 -0.146 -0.664 -0.365 -0.011 0.266 0.325 0.333 0.305 0.393 -0.539 1.163 -0.712 -0.226 -0.174 -0.391 0.329 0.297 0.464

Which value of energy does entry 4 give? -68257.432 eV